(1)
The following is a DFT calculation (ωB97M-V with the def2-TZVPD basis set) of a structure of composition C15H40B2CuF8O15S5 at a distorted geometry.

Calculated values
* Kohn-Sham gap (alpha / beta): 10.088 / 6.813 eV
* LUMO level (alpha / beta): 0.06 / -3.21 eV
* E: -6204.4007 hartree
* ΔE to the lowest compared entry with this formula, charge and spin: 85.4 kcal/mol
* highest occupied orbital energy (alpha / beta): -10.0 / -10.0 eV
* multiplicity: 2

Atoms and positions in Å:
1 Cu -0.2430 -0.2538 -0.5746
2 B 0.4884 -2.1094 -2.3696
3 F 0.0270 -2.2871 -1.1532
4 F -0.0425 -0.9129 -2.8415
5 F 1.8847 -1.9417 -2.2237
6 F 0.1707 -2.9896 -3.3439
7 B -0.6399 0.9804 1.8881
8 F 0.1339 0.5461 2.8845
9 F 0.0820 1.5165 0.8203
10 F -1.2817 -0.1087 1.3221
11 F -1.5140 1.9160 2.2709
12 O 1.5781 -0.9902 0.4820
13 S 2.8887 -1.2652 1.0410
14 O 3.1643 -2.6522 1.2778
15 O 3.9710 -0.4525 0.0742
16 C 5.3945 -0.4889 0.2577
17 C 5.9470 -1.7071 -0.5195
18 C 3.0761 -0.2924 2.6293
19 H 5.6323 -0.5885 1.3168
20 H 5.8174 0.4863 0.0164
21 H 6.9795 -1.8854 -0.2192
22 H 5.8750 -1.6725 -1.6065
23 H 5.3119 -2.5631 -0.2910
24 H 4.0989 -0.5133 2.9345
25 H 2.3438 -0.7996 3.2575
26 H 2.8901 0.7767 2.5266
27 O -1.5614 1.1015 -1.8807
28 S -2.7111 2.0024 -2.2980
29 O -4.0900 1.6068 -2.0314
30 O -2.2970 3.5135 -1.5616
31 C -0.9030 3.8665 -1.6121
32 C -0.7782 5.1504 -0.7408
33 C -2.4966 2.5328 -3.9987
34 H -0.6471 4.0005 -2.6631
35 H -0.3346 3.0696 -1.1326
36 H -1.2192 5.9690 -1.3095
37 H 0.2794 5.3885 -0.6266
38 H -1.1220 5.1195 0.2931
39 H -1.4150 2.5706 -4.1284
40 H -2.9098 3.5337 -4.1232
41 H -2.9779 1.8292 -4.6779
42 O -2.3261 -1.1041 -0.8481
43 S -3.2151 -2.2011 -1.1811
44 O -2.9701 -3.5440 -0.6890
45 O -4.8293 -1.7202 -0.9958
46 C -5.8988 -2.5948 -0.7348
47 C -7.0716 -1.7013 -0.2300
48 C -3.3081 -2.3131 -3.0307
49 H -5.6333 -3.3165 0.0378
50 H -6.1845 -2.9966 -1.7069
51 H -7.2603 -1.0889 -1.1118
52 H -6.7197 -0.9812 0.5087
53 H -7.9659 -2.2649 0.0357
54 H -3.8730 -1.5027 -3.4912
55 H -3.8646 -3.2388 -3.1774
56 H -2.2961 -2.2193 -3.4247
57 O 1.4349 0.7869 -1.6518
58 S 1.8493 1.7071 -2.6602
59 O 1.1228 2.0191 -3.8749
60 O 2.3310 3.1868 -2.0046
61 C 2.5517 4.2696 -2.9288
62 C 3.1980 5.4236 -2.2664
63 C 3.5351 1.0537 -3.2164
64 H 1.6560 4.6028 -3.4530
65 H 3.1852 3.9313 -3.7488
66 H 2.7022 5.5458 -1.3034
67 H 3.3082 6.3041 -2.8994
68 H 4.2080 5.0612 -2.0748
69 H 3.3448 0.0506 -3.5981
70 H 4.1034 0.7661 -2.3318
71 H 4.0664 1.7367 -3.8792
72 O -1.3751 -4.8483 6.4308
73 S -0.5677 -3.6822 6.8487
74 O 0.8304 -3.9176 7.2429
75 O -0.5181 -2.6032 5.5234
76 C 0.4078 -2.7801 4.5187
77 C -0.4692 -2.9399 3.2298
78 C -1.5036 -2.5434 8.1091
79 H 1.1730 -3.5495 4.6219
80 H 0.9162 -1.8159 4.5066
81 H 0.1258 -2.6933 2.3505
82 H -1.2702 -2.2008 3.2438
83 H -0.8628 -3.9512 3.1274
84 H -2.2689 -2.0398 7.5185
85 H -0.7544 -1.8347 8.4618
86 H -1.8946 -3.2604 8.8310

Cartesian forces, eV/Å:
-0.4 0.5 0.3
3.0 0.5 -3.4
-2.1 -1.2 3.8
-0.8 2.0 0.1
0.4 -0.1 -0.4
-0.3 -1.8 -0.3
-0.3 1.0 0.2
1.6 -0.6 1.5
1.4 0.3 -1.7
-0.6 -2.1 -1.7
-1.4 1.1 0.8
1.1 0.4 0.3
-0.4 1.8 0.4
0.8 0.9 -0.2
-1.8 -0.4 0.5
0.3 -1.5 0.1
-0.3 0.4 0.3
0.1 -1.5 -1.3
-0.1 -0.3 0.2
-0.4 0.0 -0.6
0.0 -0.2 -0.1
0.1 0.7 0.0
0.3 -0.1 0.5
-0.1 0.1 0.2
0.1 0.3 0.2
-0.2 -0.3 -0.3
-2.9 2.4 -1.4
2.3 0.0 2.4
2.5 1.1 -0.3
-1.9 -2.5 -1.0
-0.3 0.3 1.7
0.7 -0.1 -1.2
0.2 -0.3 0.2
0.5 0.3 0.2
0.1 0.0 -0.3
-0.2 0.2 0.4
0.2 0.0 -0.3
-0.6 -0.5 -0.3
0.0 -0.2 -0.2
-0.2 -0.2 0.3
0.2 -0.1 0.2
-1.7 -1.1 0.4
-1.2 -0.7 -2.4
-0.6 1.8 0.0
3.4 1.0 0.5
-1.2 0.0 0.9
1.2 0.2 -1.4
0.0 0.4 1.1
0.1 -0.3 -0.4
-0.1 -0.7 0.3
-0.6 0.2 0.1
-0.1 -0.4 0.4
0.2 0.1 0.1
-0.2 0.2 0.6
0.5 -0.1 -0.3
0.1 -0.7 0.1
-0.6 1.1 0.7
3.7 1.2 -2.7
-0.2 -0.3 1.5
-1.0 -1.6 0.1
-0.6 -0.3 -2.2
1.1 -0.9 1.1
-1.3 -0.4 1.2
-0.6 -0.4 0.4
0.2 -0.3 0.0
0.1 0.8 -0.1
-0.5 0.0 0.2
0.3 0.4 0.5
-0.4 0.3 -0.7
0.0 0.8 0.3
-0.4 -0.1 0.1
1.2 2.4 1.2
0.5 -0.3 -1.8
-2.3 0.5 -0.2
-1.7 -1.5 4.6
-0.1 0.6 -2.7
1.2 0.3 0.2
1.1 -1.3 -1.9
-0.4 -0.3 0.4
0.3 0.0 -0.4
0.1 -0.2 -0.1
0.0 -0.1 0.2
0.0 0.1 0.1
0.0 -0.2 0.1
-0.1 -0.3 0.2
0.1 0.3 0.0

(2)
The following is a DFT calculation (ωB97M-V with the def2-TZVPD basis set) of a structure of composition C15H40B3CuF12O15S5 at a distorted geometry.

Calculated values
* Kohn-Sham gap (alpha / beta): 10.866 / 2.527 eV
* LUMO level (alpha / beta): -0.45 / -8.13 eV
* E: -6628.7456 hartree
* highest occupied orbital energy (alpha / beta): -11.3 / -10.7 eV
* multiplicity: 3

Atoms and positions in Å:
1 Cu 1.8206 0.8530 1.0103
2 B -0.8209 0.5822 0.4616
3 F 0.1730 0.6558 -0.5631
4 F -1.9581 1.1271 0.0171
5 F -0.9728 -0.7168 0.8215
6 F -0.2458 1.2665 1.5355
7 B 3.0954 3.3585 0.3036
8 F 3.9169 3.0769 -0.7417
9 F 3.1502 4.6734 0.5808
10 F 1.8282 2.9672 -0.1046
11 F 3.3965 2.4997 1.3320
12 B 1.5664 0.7452 3.9685
13 F 1.2168 -0.4250 3.3131
14 F 2.7014 0.5555 4.7537
15 F 1.8710 1.6805 3.0007
16 F 0.5936 1.2157 4.7467
17 O 0.9711 4.5639 -4.8951
18 S 0.2624 5.1351 -3.7387
19 O -0.4115 6.4246 -3.9204
20 O -0.8472 4.0661 -3.1661
21 C -0.5190 2.7252 -3.0886
22 C -1.8890 1.9723 -2.8139
23 C 1.4164 5.0712 -2.2567
24 H 0.0850 2.5812 -2.1928
25 H -0.0553 2.3154 -3.9859
26 H -2.6383 1.8020 -3.5870
27 H -2.4822 2.4343 -2.0248
28 H -1.6707 0.9966 -2.3799
29 H 0.6803 4.7351 -1.5265
30 H 1.6731 6.1249 -2.1468
31 H 2.2368 4.3864 -2.4714
32 O -3.9647 4.3361 2.6030
33 S -3.3629 3.7133 3.7743
34 O -3.6452 4.1991 5.1310
35 O -3.6924 2.0818 3.8717
36 C -3.6810 1.3587 2.6657
37 C -4.1902 -0.0493 2.9876
38 C -1.5334 3.6248 3.5135
39 H -2.6717 1.4315 2.2607
40 H -4.2994 1.9324 1.9753
41 H -4.2789 -0.7362 2.1460
42 H -5.2396 -0.0342 3.2817
43 H -3.6695 -0.5782 3.7860
44 H -1.1438 4.6327 3.6562
45 H -1.3928 3.2550 2.4978
46 H -1.1843 2.9813 4.3210
47 O 1.6643 -1.3681 0.4789
48 S 1.5112 -2.8339 0.3375
49 O 1.2510 -3.4266 -0.9573
50 O 2.9243 -3.4977 0.9597
51 C 3.1520 -4.8367 0.5508
52 C 4.6142 -4.9738 1.0062
53 C 0.2036 -3.3958 1.4240
54 H 3.1302 -4.8437 -0.5389
55 H 2.5061 -5.5478 1.0658
56 H 5.0670 -4.0967 0.5437
57 H 5.0753 -5.8934 0.6460
58 H 4.8156 -4.8947 2.0745
59 H -0.7194 -3.1612 0.8937
60 H 0.3107 -2.8553 2.3645
61 H 0.3548 -4.4751 1.4075
62 O 3.4976 0.2831 -3.1038
63 S 3.8193 -0.0799 -1.7524
64 O 2.9224 0.4938 -0.6939
65 O 3.9741 -1.7626 -1.5675
66 C 4.3842 -2.5052 -2.6617
67 C 3.2256 -3.0169 -3.4399
68 C 5.5630 0.5018 -1.3780
69 H 4.9347 -3.3996 -2.3699
70 H 4.9749 -1.9301 -3.3747
71 H 2.5677 -2.1569 -3.5653
72 H 2.8034 -3.9212 -3.0016
73 H 3.5572 -3.2122 -4.4597
74 H 5.4903 1.5820 -1.5042
75 H 6.2150 0.0877 -2.1472
76 H 5.7847 0.2484 -0.3413
77 O -5.9228 -1.8197 -2.5085
78 S -5.8065 -1.2189 -1.2093
79 O -6.8218 -0.3266 -0.6938
80 O -5.5650 -2.3790 -0.0688
81 C -4.4136 -3.1709 -0.1602
82 C -4.2791 -4.1619 0.9256
83 C -4.2808 -0.2612 -1.1039
84 H -3.5376 -2.5242 -0.1099
85 H -4.2549 -3.5178 -1.1812
86 H -4.5449 -3.6391 1.8444
87 H -3.2956 -4.6314 0.9441
88 H -5.0222 -4.9549 0.8408
89 H -4.1990 -0.0222 -0.0436
90 H -4.4581 0.6697 -1.6424
91 H -3.3681 -0.7524 -1.4413

Cartesian forces, eV/Å:
-0.6 0.6 -0.2
0.0 -1.1 -1.4
0.8 0.2 0.1
-1.1 0.9 0.0
-0.4 -1.1 0.4
1.2 0.9 1.1
0.9 0.8 -0.8
1.5 -0.3 -1.6
-0.2 1.0 0.8
-2.7 -1.0 0.0
0.5 -1.2 1.5
1.3 -1.6 2.6
-0.1 -0.7 -1.1
0.3 -0.2 -0.4
0.4 1.1 -2.9
-2.0 0.8 0.8
-1.1 0.6 1.9
0.2 0.3 -1.7
1.1 -2.5 1.0
0.1 2.7 -1.2
-1.9 -2.3 0.5
0.3 -0.2 0.7
-1.4 0.6 -1.0
0.3 -0.3 0.0
0.2 0.3 0.0
0.7 0.4 -0.8
0.4 0.5 0.1
0.3 -0.1 -0.3
0.6 0.1 0.4
0.3 -0.2 0.3
-0.2 0.1 0.1
0.4 -1.3 1.4
0.5 1.3 1.5
0.4 -1.0 -2.7
0.1 1.5 0.4
-0.6 -0.6 0.3
-0.6 -0.2 -0.3
-1.5 0.0 0.5
0.5 -0.5 -0.2
-0.2 -0.3 -0.5
0.7 0.3 -0.4
-0.1 0.6 0.3
0.4 0.4 -0.1
-0.2 0.0 -0.2
0.2 0.0 0.3
0.2 -0.2 -0.3
0.1 -2.3 0.0
0.7 0.9 0.4
0.5 0.8 1.0
-3.3 2.1 -0.5
2.0 -0.3 0.6
0.1 -0.1 -0.6
0.8 0.2 -0.7
-0.4 -0.6 0.1
-0.3 0.1 -0.3
0.6 -0.2 0.0
0.0 0.1 -0.1
-0.5 -0.1 0.0
0.1 0.2 0.1
-0.1 -0.4 0.1
-0.2 0.0 0.6
-0.1 -0.6 0.9
1.3 0.0 1.0
1.4 -1.3 -1.4
-0.9 3.6 2.1
0.6 -1.1 -2.3
-0.5 0.3 -1.0
-1.7 -0.1 -0.3
0.5 0.5 0.8
0.4 0.3 0.4
-0.7 -0.5 0.2
-0.4 0.4 -0.1
0.1 -0.4 0.0
-0.1 0.0 0.1
-0.1 -0.3 0.3
0.1 -0.2 -0.2
0.0 0.0 0.7
0.4 0.9 0.4
0.7 -1.4 -0.3
-1.4 1.2 -0.3
2.4 0.8 -1.8
-1.3 -0.7 0.5
-0.4 -0.2 0.5
0.2 0.5 0.5
-0.7 -0.8 -0.1
0.5 -0.1 0.3
0.0 0.3 0.1
0.0 -0.1 -0.1
0.1 0.0 -0.1
-0.1 -0.2 -0.1
-0.3 -0.1 -0.1

multiplicity of number 1 (C15H40B2CuF8O15S5)? 2